Entry 1:
The following is a DFT calculation (the ωB97M-V functional and the def2-TZVPD basis) of a molecular structure, C15H11AlN7O5.

Geometry (Å):
Al1 -0.4477 0.0699 0.6249
O1 -5.0840 3.2503 -1.4626
C1 -4.0185 2.5868 -1.0405
C2 -2.8461 3.2180 -0.5863
C3 -1.7879 2.4224 -0.2221
N1 -1.8295 1.1026 -0.3831
C4 -3.0186 0.5033 -0.4889
C5 -4.1367 1.1948 -0.8720
C6 -2.9967 -0.7915 0.3123
O2 -3.8257 -1.6561 0.2326
O3 -1.9587 -0.7755 1.1356
C7 -0.6992 2.7917 0.7816
O4 -0.3505 3.9242 0.9788
O5 -0.1786 1.7089 1.3315
H1 -4.9435 4.2040 -1.4776
H2 -2.8076 4.2887 -0.4283
H3 -5.1027 0.7136 -0.9392
N2 1.9883 2.3886 -0.6136
C8 2.4246 1.2290 -0.1389
N3 3.7382 1.1542 0.0328
C9 4.2566 -0.0374 0.2778
N4 5.5573 -0.1551 0.5025
N5 3.5210 -1.1805 0.2965
C10 2.2381 -1.0093 0.2058
N6 1.5729 0.1647 0.0736
C11 1.3894 -2.2103 0.2313
C12 1.9254 -3.4842 0.2046
C13 1.0562 -4.5630 0.1724
C14 -0.3068 -4.3153 0.1764
C15 -0.7595 -3.0088 0.2337
N7 0.0756 -1.9629 0.2526
H4 2.6592 3.1382 -0.6429
H5 1.0223 2.6127 -0.7182
H6 6.1514 0.6556 0.4961
H7 5.9364 -1.0683 0.6799
H8 2.9982 -3.5972 0.2047
H9 1.4340 -5.5759 0.1440
H10 -1.0274 -5.1195 0.1526
H11 -1.8192 -2.8112 0.2801

Forces on the atoms, in the same order (eV/Å):
-0.2 0.1 -0.6
-0.2 -0.1 -0.1
0.4 -0.1 0.2
-0.1 0.2 -0.1
-0.2 0.0 0.1
0.3 -0.2 0.2
-0.1 0.0 -0.1
-0.1 0.0 -0.1
0.1 0.0 -0.1
0.0 0.1 0.0
-0.5 -0.2 0.3
0.6 0.0 -0.5
-0.2 -0.1 0.1
0.1 0.2 0.4
0.1 0.1 0.0
0.0 0.0 0.0
0.0 0.0 0.0
-0.1 -0.1 0.1
0.1 -0.1 0.0
0.2 0.1 0.0
-0.3 0.1 0.1
0.0 -0.1 0.0
0.0 -0.2 0.0
0.2 0.2 0.0
-0.2 0.0 -0.1
0.0 -0.4 -0.1
0.0 0.1 0.0
-0.1 0.0 0.0
0.1 0.0 0.0
-0.2 -0.1 0.0
0.3 0.3 0.2
0.0 0.0 0.0
-0.2 0.1 0.0
0.0 0.0 0.0
0.1 0.0 0.0
0.0 0.0 0.0
0.0 0.0 0.0
0.0 0.0 0.0
0.1 0.0 0.0

Computed properties:
LUMO ... -3.916 eV
Energy relative to the best compared isomer or geometry (same formula, charge and spin) ... 44.86 kJ/mol
Total charge ... +1

Atom charges from the Löwdin analysis, given in e for atoms 1 to 2:
1. Al 0.386
2. O 0.138

***

Entry 2:
The following is a DFT calculation (the ωB97M-V functional and the def2-TZVPD basis) of C15H11BO3 in the gas phase in a non-equilibrium geometry.

Geometry (Å):
C1 4.6615 -0.4906 -0.8643
B1 3.7724 0.7989 -0.6580
O1 4.2156 2.0397 -1.0606
C2 2.3658 0.6816 0.0372
C3 2.2321 0.2596 1.3663
C4 0.9905 0.1248 1.9722
C5 -0.1532 0.3915 1.2294
C6 -0.0435 0.8107 -0.0994
C7 1.2044 0.9658 -0.6865
C8 -1.3107 1.0563 -0.8492
O2 -1.4482 1.9577 -1.6427
C9 -2.4146 0.1152 -0.4964
C10 -3.3135 -0.3568 -1.4429
C11 -4.3207 -1.2293 -1.0553
C12 -4.4394 -1.6313 0.2710
C13 -3.5457 -1.1573 1.2233
C14 -2.5292 -0.2955 0.8371
C15 -1.5145 0.2051 1.8128
O3 -1.7669 0.4358 2.9719
H1 5.6904 -0.2705 -0.5759
H2 4.2906 -1.2959 -0.2307
H3 4.6427 -0.8399 -1.8985
H4 4.5607 2.0066 -1.9592
H5 3.1225 0.0192 1.9357
H6 0.8869 -0.1975 2.9990
H7 1.2583 1.3085 -1.7127
H8 -3.2212 -0.0487 -2.4754
H9 -5.0305 -1.5983 -1.7834
H10 -5.2166 -2.3190 0.5734
H11 -3.6261 -1.4465 2.2620

Forces on the atoms, in the same order (eV/Å):
-0.3 0.2 0.3
0.3 -0.2 0.1
-0.9 -0.2 -0.5
-0.1 0.2 0.3
0.0 -0.1 -0.1
-0.1 0.2 -0.2
0.2 0.0 -0.1
0.0 -0.2 0.1
0.0 0.2 0.2
0.0 0.1 0.0
0.1 -0.2 -0.3
-0.1 -0.2 0.2
-0.1 0.1 0.1
-0.1 -0.1 0.1
0.2 0.1 0.1
-0.1 0.1 -0.1
0.0 0.1 -0.2
0.0 0.1 0.0
0.0 -0.3 0.1
0.1 -0.1 -0.2
0.1 -0.1 -0.1
0.1 0.0 -0.1
0.7 0.1 0.2
0.0 0.0 0.0
0.0 0.0 0.0
0.0 0.1 0.0
0.0 0.1 0.0
0.0 0.0 -0.1
-0.1 0.0 -0.1
0.0 0.0 0.0

Computed properties:
LUMO ... -0.603 eV
Energy relative to the best compared isomer or geometry (same formula, charge and spin) ... 0.00 kJ/mol
SMILES ... CB(O)c1ccc2c(c1)C(=O)c1ccccc1C2=O

Atom charges from the Löwdin analysis, given in e for atoms 1 to 2:
1. C 0.001
2. B -0.452

***

Entry 3:
The following is a DFT calculation (the ωB97M-V functional and the def2-TZVPD basis) of a molecular structure, C15H11BrPd.

Geometry (Å):
Pd1 -1.4057 0.0351 0.5177
C1 -3.4073 -0.7762 3.1279
C2 -3.3500 0.6300 3.2202
C3 -3.4905 1.1556 1.9289
C4 -3.6640 0.0794 1.0155
C5 -3.5842 -1.1169 1.7806
H1 -3.2226 -1.4768 3.9351
H2 -3.1150 1.2028 4.1107
H3 -3.5296 2.2034 1.6566
H4 -4.0041 0.1609 -0.0102
H5 -3.7022 -2.1140 1.3741
Br1 -1.2540 -0.0786 -2.6892
C6 0.6482 -0.0306 -2.4805
C7 1.3371 -0.0376 -3.6665
C8 2.7426 -0.0157 -3.6757
C9 3.4103 0.0085 -2.4878
C10 2.7143 0.0134 -1.2494
C11 3.4658 0.0325 -0.0559
C12 2.7959 0.0332 1.1443
C13 1.4002 0.0223 1.1861
C14 0.5447 0.0103 0.0630
C15 1.2766 -0.0021 -1.1972
H6 0.7838 -0.0614 -4.5962
H7 3.2740 -0.0198 -4.6218
H8 4.4966 0.0232 -2.4582
H9 4.5501 0.0449 -0.1181
H10 3.3522 0.0456 2.0798
H11 0.9370 0.0285 2.1663

Forces on the atoms, in the same order (eV/Å):
-0.3 0.0 -0.1
0.1 0.0 0.1
0.1 0.0 0.1
-0.2 0.2 -0.3
0.1 0.0 0.3
-0.2 -0.1 -0.3
0.0 0.0 0.0
0.0 0.0 0.0
0.1 0.0 0.1
0.1 0.0 0.0
0.1 0.0 0.1
0.1 0.0 0.1
0.0 0.0 0.0
-0.2 0.0 -0.1
0.0 0.0 0.1
0.0 0.0 0.0
0.1 0.0 0.0
0.0 0.0 0.0
0.0 0.0 -0.1
-0.1 0.0 0.0
0.4 0.0 0.0
-0.2 0.0 0.0
0.0 0.0 0.0
0.0 0.0 0.0
0.0 0.0 0.0
0.0 0.0 0.0
0.0 0.0 0.0
0.0 0.0 0.0

Computed properties:
LUMO ... 5.149 eV
Energy relative to the best compared isomer or geometry (same formula, charge and spin) ... 0.00 kJ/mol
Total charge ... -2

Atom charges from the Löwdin analysis, given in e for atoms 1 to 2:
1. Pd 0.273
2. C -0.242

***

Number 1: total energy -43000.0175 eV. Number 2: total energy -22553.9600 eV. Number 3: total energy -89252.9485 eV.